[1]
Molecular formula: C3H12N2O
Method: DFT, wB97M-V/def2-TZVPD

XYZ file:
```
18
Properties=species:S:1:pos:R:3
O 2.636 -1.571 -0.537
N -1.928 -1.407 1.267
N 1.158 1.787 -0.674
C -0.313 1.535 -0.496
C -0.473 0.361 0.435
C -1.685 -0.509 0.135
H -1.020 -1.671 1.639
H -1.711 -1.028 -0.826
H 3.496 -1.381 -0.927
H -0.790 2.425 -0.103
H 1.480 2.232 0.177
H 1.286 2.536 -1.343
H -2.417 -2.241 0.982
H -0.713 1.298 -1.474
H -2.507 0.208 0.021
H 0.340 -0.363 0.486
H 2.159 -0.731 -0.537
H -0.685 0.606 1.480
```

The calculation puts the calculated total energy at -8332.9029 eV. The calculation puts the HOMO-LUMO gap at 10.21 eV. The charge is 0. The max |F| is 0.03832 Eh/bohr. Its SMILES is NCCCN.O.

---

[2]
Molecular formula: C3H12N2O
Method: DFT, wB97M-V/def2-TZVPD

XYZ file:
```
18
Properties=species:S:1:pos:R:3
O 0.926 1.752 -1.204
N 0.576 0.018 0.948
N -0.314 -0.721 -1.827
C -0.568 -1.565 -0.659
C 0.463 1.222 1.688
C -0.551 -0.815 0.699
H 0.042 -2.459 -0.690
H 0.643 1.027 2.756
H 0.105 1.245 -1.284
H 1.475 -0.448 1.042
H 0.603 2.665 -1.143
H -1.434 -0.179 0.701
H -0.541 1.640 1.636
H -0.980 -0.902 -2.561
H 1.247 1.908 1.389
H 0.593 -0.928 -2.217
H -0.677 -1.593 1.461
H -1.608 -1.866 -0.735
```

The calculation puts the calculated total energy at -8324.8515 eV. The calculation puts the HOMO-LUMO gap (spin up / spin down) at 11.09 / 6.69 eV. The charge is +1. As for the spin multiplicity: 2. The max |F| is 0.02854 Eh/bohr.

---

[3]
Molecular formula: C3H12N2O
Method: DFT, wB97M-V/def2-TZVPD

XYZ file:
```
18
Properties=species:S:1:pos:R:3
O 2.147 5.373 -0.514
N -1.445 -1.394 1.169
N 0.093 -2.994 -0.610
C -0.144 -1.603 -0.859
C -0.383 0.660 0.163
C -0.289 -0.849 0.479
H -0.597 -3.635 -1.014
H 0.732 -1.150 -1.339
H -1.593 -0.945 2.067
H -0.407 1.203 1.112
H 0.396 1.013 -0.501
H 2.935 4.994 -0.914
H 0.566 -1.006 1.138
H -1.357 0.867 -0.277
H -1.005 -1.519 -1.522
H 2.388 5.490 0.411
H 0.269 -3.310 0.351
H -2.304 -1.196 0.660
```

The calculation puts the calculated total energy at -8324.3722 eV. The calculation puts the HOMO-LUMO gap (spin up / spin down) at 10.22 / 4.95 eV. The charge is +1. As for the spin multiplicity: 2. The max |F| is 0.04110 Eh/bohr.

---

[4]
Molecular formula: C3H12N2O2
Method: DFT, wB97M-V/def2-TZVPD

XYZ file:
```
19
Properties=species:S:1:pos:R:3
O 4.205 4.103 2.119
O -2.776 1.007 1.589
N 0.529 -2.140 0.043
N 0.722 -0.234 -2.376
C -2.029 -2.075 -0.413
C -0.362 -0.435 -1.399
C -0.589 -1.323 -0.405
H 1.412 -1.936 -0.547
H -2.547 0.079 1.343
H 4.785 4.792 1.752
H 1.606 -0.636 -1.927
H 0.886 0.858 -2.186
H -1.094 0.380 -1.546
H -2.980 -1.643 0.025
H 0.311 -3.129 -0.074
H -2.522 -2.486 -1.386
H -3.603 0.909 2.246
H -1.889 -3.002 0.225
H 3.329 4.554 2.051
```

The calculation puts the calculated total energy at -10377.9082 eV. The calculation puts the HOMO-LUMO gap at 8.53 eV. The charge is 0. The max |F| is 0.09665 Eh/bohr. Its SMILES is C/C(N)=C/N.O.O.

---

[5]
Molecular formula: C3H12N2O2
Method: DFT, wB97M-V/def2-TZVPD

XYZ file:
```
19
Properties=species:S:1:pos:R:3
O -0.903 1.188 -0.388
O 1.874 3.782 0.395
N -0.251 -1.833 0.210
N 1.894 -0.820 0.408
C -1.432 0.061 -1.152
C -1.567 -1.228 -0.324
C 0.583 -1.107 1.085
H -2.299 -0.943 0.499
H -0.720 -0.085 -2.066
H -2.463 0.374 -1.483
H 1.086 4.247 0.558
H 2.526 -1.544 0.809
H 1.598 -1.048 -0.541
H 0.026 1.185 -0.520
H 0.082 -0.163 1.188
H 0.716 -1.524 2.064
H -2.102 -2.042 -0.979
H 1.976 3.899 -0.626
H -0.624 -2.396 0.864
```

The calculation puts the calculated total energy at -10378.6682 eV. The calculation puts the HOMO-LUMO gap at 10.16 eV. The charge is 0. The max |F| is 0.08933 Eh/bohr. Its SMILES is NCNCCO.O.

---

[6]
Molecular formula: C3H12N2O2
Method: DFT, wB97M-V/def2-TZVPD

XYZ file:
```
19
Properties=species:S:1:pos:R:3
O 1.326 -1.472 0.132
O -0.623 -2.001 -1.830
N -0.051 1.294 2.155
N -1.142 0.784 -1.357
C 1.301 -0.173 0.687
C -0.533 1.429 -0.193
C -0.084 0.473 0.927
H 1.816 -0.243 1.629
H -0.057 0.724 2.988
H -0.794 -0.315 1.126
H -1.166 -1.188 -1.820
H -2.115 0.975 -1.531
H 0.287 2.041 -0.524
H -0.601 0.904 -2.201
H 0.677 -1.582 -0.584
H -1.216 -2.651 -1.418
H 0.701 1.968 2.211
H 1.910 0.507 0.076
H -1.239 2.077 0.294
```

The calculation puts the calculated total energy at -10380.4664 eV. The calculation puts the HOMO-LUMO gap at 9.74 eV. The charge is 0. The max |F| is 0.03098 Eh/bohr. Its SMILES is NC[C@H](N)CO.O.

---

[7]
Molecular formula: C3H12N2OS
Method: DFT, wB97M-V/def2-TZVPD

XYZ file:
```
19
Properties=species:S:1:pos:R:3
S -1.354 -1.545 -2.104
O 3.085 4.438 -0.909
N -1.251 0.334 1.517
N 1.071 -1.213 -0.072
C -0.069 -1.683 0.724
C -1.633 -0.263 -0.809
C -1.325 -0.818 0.599
H 3.997 4.415 -1.159
H -1.967 0.433 2.205
H 0.215 -1.864 1.766
H 1.640 -0.581 0.474
H -1.038 0.648 -0.863
H -2.655 0.102 -0.881
H -2.155 -1.439 0.932
H -0.613 1.068 1.285
H 3.054 3.612 -0.365
H -0.399 -2.705 0.493
H -0.296 -0.925 -2.655
H 1.693 -2.013 -0.178
```

The calculation puts the calculated total energy at -19167.7175 eV. The calculation puts the HOMO-LUMO gap at 8.90 eV. The charge is 0. The max |F| is 0.03535 Eh/bohr. Its SMILES is NC[C@@H](N)CS.O.

---

[8]
Molecular formula: C3H12N2OTa
Method: DFT, wB97M-V/def2-TZVPD

XYZ file:
```
19
Properties=species:S:1:pos:R:3
Ta 1.400 0.631 -0.597
O -1.834 -0.570 -2.029
N 2.720 -0.079 1.007
N -1.692 -2.051 -0.148
C -0.393 0.960 0.827
C -1.807 -0.706 -0.776
C -1.843 0.527 0.251
H 2.734 0.408 -1.902
H -2.405 1.423 -0.203
H 3.336 -0.779 0.543
H 0.288 1.185 -2.003
H -0.726 -2.400 -0.277
H -1.769 -1.900 0.879
H 0.971 -1.177 -0.898
H -2.510 0.176 1.130
H -0.464 2.100 1.013
H -0.196 0.508 1.875
H 2.030 2.389 -0.369
H 2.161 -0.646 1.675
```

The calculation puts the calculated total energy at -9880.4597 eV. The calculation puts the HOMO-LUMO gap at 8.03 eV. The charge is -1. The max |F| is 0.09114 Eh/bohr.